The following is a DFT calculation (ωB97M-V with the def2-TZVPD basis set) of C17H22N2O2S3 in the gas phase at a distorted geometry.

```
46
Properties=species:S:1:pos:R:3
C -2.869 4.424 -1.648
S -1.256 5.172 -2.451
C -0.042 3.925 -2.222
C 0.155 3.041 -3.284
C 0.902 1.855 -3.288
C 1.563 1.468 -2.053
S 2.346 -0.060 -1.968
C 1.834 -0.695 -0.466
C 2.815 -0.904 0.439
C 2.444 -1.509 1.667
C 1.150 -1.852 2.081
N 0.808 -2.475 3.317
S 0.873 -4.241 3.417
C 2.575 -4.588 3.355
O 0.173 -4.493 4.652
O 0.216 -4.689 2.277
C 0.148 -1.708 1.119
C 0.422 -0.953 -0.033
C -0.683 -0.634 -0.907
N -1.966 -0.338 -0.223
C -3.147 -0.661 -0.969
C -1.930 1.034 0.251
C 1.384 2.273 -0.997
C 0.620 3.505 -1.072
H -2.650 3.957 -0.678
H -3.635 5.155 -1.495
H -3.253 3.677 -2.395
H -0.257 3.164 -4.306
H 1.061 1.175 -4.148
H 3.875 -0.788 0.230
H 3.273 -1.645 2.346
H -0.122 -2.242 3.678
H 2.683 -5.641 3.581
H 3.088 -3.938 4.062
H 3.013 -4.397 2.389
H -0.796 -2.250 1.285
H -0.386 0.203 -1.650
H -0.711 -1.522 -1.551
H -4.129 -0.147 -0.571
H -3.335 -1.758 -1.025
H -2.943 -0.257 -1.944
H -1.993 1.876 -0.570
H -0.937 1.243 0.902
H -2.754 1.188 0.987
H 1.777 2.053 0.000
H 0.595 3.999 -0.121
```

Calculated values
gap between HOMO and LUMO: 8.580 eV
SMILES: CSc1ccc(Sc2ccc(NS(C)(=O)=O)cc2CN(C)C)cc1
energy relative to the best compared isomer or geometry (same formula, charge and spin): 0.0 kJ/mol
LUMO energy: 0.3 eV
energy: -2115.4180 Ha

Results of the natural (NBO) charge analysis, in e, for atoms 1 through 8: -0.68 0.19 -0.23 -0.20 -0.22 -0.20 0.34 -0.23